{
  "formula": "C47H89ClN3O12Si",
  "method": "the ωB97M-V functional and the def2-TZVPD basis",
  "symbols": ["C", "C", "Cl", "C", "C", "N", "C", "C", "O", "N", "O", "C", "N", "C", "C", "O", "Si", "C", "C", "C", "C", "C", "C", "C", "C", "C", "C", "C", "H", "H", "H", "H", "H", "H", "H", "H", "H", "H", "H", "H", "H", "H", "H", "H", "H", "H", "H", "H", "H", "H", "H", "H", "H", "H", "H", "H", "H", "H", "H", "H", "H", "H", "H", "C", "C", "O", "C", "H", "H", "H", "H", "H", "H", "C", "C", "O", "C", "H", "H", "H", "H", "H", "H", "C", "C", "O", "C", "H", "H", "H", "H", "H", "H", "C", "C", "O", "C", "H", "H", "H", "H", "H", "H", "C", "C", "O", "C", "H", "H", "H", "H", "H", "H", "C", "C", "O", "C", "H", "H", "H", "H", "H", "H", "C", "C", "O", "C", "H", "H", "H", "H", "H", "H", "C", "C", "O", "C", "H", "H", "H", "H", "H", "H", "C", "C", "O", "C", "H", "H", "H", "H", "H", "H"],
  "xyz": [[2.302411, -4.205973, 0.581897], [2.408214, -4.452681, -0.931801], [3.640457, -5.681545, -1.295425], [2.731335, -3.153974, -1.681525], [1.449733, -2.354853, -1.872751], [0.557594, -2.982845, -2.856914], [0.510579, -2.245726, -4.101691], [-0.295121, -2.953276, -5.169591], [-0.055283, -2.303667, -6.425356], [1.008740, -2.968377, -7.106202], [1.643003, -2.216976, -7.717982], [0.035597, -0.794250, -3.916572], [0.322905, -0.301146, -2.517544], [0.213652, 1.206335, -2.491098], [-0.764721, 1.724362, -1.435727], [-0.114852, 2.078922, -0.238197], [-0.629614, 1.348293, 1.198917], [0.815797, 1.461715, 2.374367], [-2.179493, 2.113849, 1.882937], [-0.964853, -0.491215, 0.937457], [1.681059, -0.848718, -2.135736], [2.289323, -0.161372, -0.905490], [3.574573, 0.581427, -1.213234], [3.638441, 1.942943, -0.929867], [4.789467, 2.657352, -1.221713], [5.887170, 2.048628, -1.802143], [5.836163, 0.685528, -2.059957], [4.687252, -0.040034, -1.764461], [3.179757, -4.559794, 1.116656], [2.227381, -3.129699, 0.765291], [1.402967, -4.642990, 1.002911], [1.430247, -4.781248, -1.278520], [3.464270, -2.610804, -1.085192], [3.169742, -3.376188, -2.656441], [0.902969, -2.381234, -0.921938], [-0.375919, -3.101526, -2.479553], [1.542422, -2.187651, -4.461859], [-1.359300, -2.879910, -4.956506], [0.016235, -3.995596, -5.254537], [-1.026045, -0.656712, -4.121125], [0.609865, -0.167073, -4.596066], [-0.375308, -0.704740, -1.890399], [-0.181868, 1.515357, -3.456445], [1.200469, 1.644052, -2.370032], [-1.580060, 1.004772, -1.284348], [-1.234739, 2.616190, -1.858138], [0.543556, 1.923945, 3.321328], [1.168776, 0.452748, 2.604139], [1.674907, 1.970828, 1.936781], [-2.254048, 1.920094, 2.950643], [-3.041458, 1.621006, 1.424273], [-2.272714, 3.174369, 1.656419], [-0.118352, -0.975460, 0.445895], [-1.054697, -0.925469, 1.933891], [-1.878282, -0.705645, 0.378446], [2.327182, -0.657795, -2.992401], [1.617654, 0.588604, -0.494612], [2.464449, -0.892882, -0.114958], [2.798690, 2.458009, -0.478612], [4.845195, 3.715770, -1.000091], [6.773175, 2.615201, -2.050944], [6.674955, 0.171597, -2.509701], [4.671791, -1.099570, -1.990652], [5.126207, 3.598140, 3.846237], [5.159166, 2.619558, 2.701466], [4.168660, 2.006284, 2.361470], [6.472623, 2.428730, 1.987271], [4.127779, 3.643273, 4.271798], [5.831363, 3.288762, 4.619444], [5.406665, 4.593027, 3.494958], [7.236683, 2.070642, 2.673288], [6.799244, 3.376892, 1.553624], [6.339918, 1.697039, 1.193333], [-4.953692, 4.949114, 3.176034], [-5.445122, 3.624051, 3.715320], [-4.767610, 2.623068, 3.629663], [-6.804259, 3.625892, 4.353061], [-3.964036, 4.824520, 2.741399], [-5.639877, 5.318264, 2.412309], [-4.901943, 5.683772, 3.980822], [-7.571100, 3.948840, 3.641121], [-6.814696, 4.311505, 5.202854], [-7.043833, 2.623119, 4.699601], [-3.583485, -5.506664, -4.574274], [-3.763138, -4.342897, -3.635548], [-3.103816, -3.328819, -3.747736], [-4.797923, -4.492473, -2.553297], [-2.814000, -5.277103, -5.307765], [-3.291875, -6.395975, -4.013714], [-4.519935, -5.714878, -5.093173], [-4.552148, -5.343945, -1.917015], [-5.779327, -4.663122, -2.997680], [-4.831468, -3.589917, -1.948045], [1.478947, -5.486018, 4.955151], [0.802870, -6.071284, 3.741366], [0.403434, -5.369814, 2.838491], [0.648657, -7.570400, 3.704770], [1.528284, -4.403914, 4.860698], [0.919040, -5.742621, 5.855543], [2.489915, -5.885523, 5.049006], [0.057016, -7.906258, 4.557554], [1.628299, -8.048420, 3.751386], [0.149905, -7.864546, 2.784554], [10.521602, 1.537115, 0.138228], [10.374554, 1.565700, 1.640734], [9.329887, 1.278363, 2.177361], [11.591182, 1.969419, 2.435309], [9.579383, 1.232410, -0.312268], [10.794710, 2.527296, -0.230113], [11.302558, 0.831593, -0.148994], [11.905587, 2.975904, 2.154783], [12.413353, 1.280270, 2.236891], [11.355999, 1.949964, 3.496471], [-10.201459, 4.165191, 0.900121], [-10.485790, 4.242943, 2.374317], [-9.620826, 4.115169, 3.214161], [-11.922185, 4.486056, 2.770420], [-9.137920, 3.990861, 0.746028], [-10.766177, 3.348122, 0.450243], [-10.485379, 5.100916, 0.415001], [-12.554688, 3.683673, 2.387181], [-12.268708, 5.433306, 2.354118], [-12.003193, 4.520015, 3.854148], [-12.024919, 2.743859, -3.625769], [-12.310139, 2.826053, -2.147699], [-11.430502, 2.704820, -1.324579], [-13.742580, 3.067997, -1.743326], [-10.963598, 2.568478, -3.783158], [-12.594970, 1.926877, -4.070463], [-12.312329, 3.675485, -4.115442], [-14.378089, 2.263917, -2.116981], [-14.094702, 4.012268, -2.161293], [-13.816310, 3.106668, -0.659099], [6.174647, -7.334492, -2.981299], [6.532775, -8.074236, -4.249332], [7.251608, -9.042939, -4.238252], [5.942835, -7.538786, -5.533682], [6.658733, -7.815735, -2.134675], [6.507967, -6.297332, -3.043924], [5.095077, -7.352306, -2.836012], [6.267546, -6.509417, -5.694884], [4.852844, -7.557416, -5.481199], [6.272069, -8.152879, -6.368149], [1.346099, 6.904151, 6.469673], [1.940631, 6.114085, 5.330017], [2.673575, 5.173235, 5.523064], [1.574857, 6.556132, 3.932378], [1.684094, 6.488312, 7.415432], [1.656648, 7.948081, 6.404398], [0.256631, 6.861660, 6.426951], [1.894330, 7.586601, 3.769393], [0.494033, 6.500333, 3.792837], [2.063861, 5.909055, 3.207386]],
  "forces_ev_per_angstrom": [[-0.111, 0.314, -0.232], [-0.349, 0.766, 0.410], [-0.106, -0.151, -0.082], [0.134, -0.278, -0.124], [-0.326, 0.166, 0.350], [-0.292, 0.136, -0.001], [0.508, 0.031, 0.079], [-0.096, -0.065, -0.418], [0.011, 0.334, 0.190], [0.226, -0.062, 0.350], [-0.189, -0.002, -0.318], [0.086, -0.151, -0.213], [0.545, 0.250, -0.836], [-0.740, 0.142, 0.076], [0.289, 0.561, -0.053], [-0.351, -0.676, -0.107], [0.302, 0.001, 0.940], [-0.001, -0.220, -0.351], [0.001, -0.362, -0.734], [0.027, 0.385, -0.409], [0.089, -0.431, 0.687], [0.358, 0.287, -0.043], [-0.211, 0.223, 0.170], [0.212, -0.008, -0.119], [0.089, 0.431, -0.012], [-0.030, -0.399, -0.020], [-0.138, -0.112, -0.064], [0.161, 0.006, -0.172], [0.007, -0.070, -0.001], [0.036, 0.006, 0.068], [0.135, -0.229, 0.072], [0.249, -0.500, -0.284], [0.057, 0.100, -0.113], [-0.007, 0.034, -0.040], [0.101, -0.003, 0.106], [-0.021, -0.111, -0.035], [0.007, -0.132, -0.047], [-0.019, -0.178, -0.100], [-0.049, -0.047, 0.164], [-0.059, -0.051, 0.110], [-0.129, 0.214, 0.062], [0.041, 0.084, 0.147], [0.107, -0.161, -0.101], [0.058, -0.059, 0.064], [0.023, -0.091, -0.019], [0.012, 0.042, 0.024], [0.067, 0.155, -0.012], [-0.007, -0.013, 0.046], [0.003, 0.180, 0.161], [-0.036, 0.210, 0.073], [-0.105, 0.082, 0.074], [0.073, 0.101, 0.264], [0.069, -0.130, 0.062], [-0.072, -0.104, -0.019], [-0.047, -0.088, 0.065], [-0.087, -0.074, -0.127], [-0.239, -0.160, 0.095], [-0.054, -0.043, -0.017], [-0.053, -0.093, 0.054], [-0.127, 0.014, 0.039], [0.018, 0.055, 0.045], [0.070, 0.045, 0.019], [-0.006, -0.011, 0.021], [-0.227, -0.143, -0.027], [0.059, -0.007, -0.081], [-0.080, 0.009, -0.008], [-0.329, -0.103, -0.068], [0.002, 0.033, 0.012], [0.097, 0.087, -0.044], [0.124, -0.009, 0.049], [0.065, 0.119, 0.022], [0.107, 0.005, 0.098], [0.054, -0.002, -0.013], [0.165, -0.122, -0.059], [-0.037, 0.026, 0.063], [-0.014, 0.024, -0.021], [0.066, -0.175, -0.060], [0.002, -0.006, 0.005], [-0.054, 0.071, 0.075], [-0.099, 0.049, -0.029], [0.183, 0.015, 0.190], [-0.047, 0.074, -0.055], [-0.010, 0.006, 0.013], [0.154, 0.158, -0.077], [-0.071, -0.055, 0.003], [0.039, 0.041, 0.145], [0.088, 0.207, 0.044], [-0.005, -0.002, -0.005], [-0.109, -0.043, 0.001], [-0.027, -0.086, 0.068], [-0.077, -0.071, -0.055], [0.005, -0.113, 0.017], [-0.004, 0.001, -0.001], [-0.040, 0.173, -0.114], [-0.002, -0.031, 0.052], [-0.061, -0.013, 0.049], [-0.083, 0.055, -0.184], [-0.003, 0.000, -0.002], [0.070, -0.083, 0.027], [-0.031, -0.076, 0.078], [0.090, -0.031, 0.058], [-0.010, -0.022, 0.109], [-0.001, 0.002, -0.001], [-0.192, -0.053, 0.017], [0.060, 0.004, -0.010], [0.083, -0.042, -0.013], [-0.139, -0.028, 0.146], [-0.002, -0.003, 0.008], [0.109, -0.028, -0.009], [0.073, 0.079, -0.016], [0.081, -0.038, -0.066], [0.048, 0.068, -0.070], [-0.003, -0.002, 0.001], [0.336, -0.061, 0.349], [-0.067, 0.086, 0.026], [-0.161, 0.021, -0.135], [0.073, -0.022, 0.186], [0.000, 0.022, -0.013], [0.016, 0.257, 0.080], [-0.129, -0.066, -0.056], [-0.031, 0.060, -0.089], [-0.053, -0.050, -0.084], [0.005, -0.001, 0.001], [0.190, -0.018, 0.073], [-0.029, 0.000, -0.022], [-0.179, -0.203, -0.350], [0.092, -0.010, 0.180], [0.001, -0.001, 0.005], [-0.078, 0.068, -0.040], [-0.098, -0.043, -0.036], [-0.037, 0.060, -0.084], [-0.054, -0.051, -0.084], [0.002, -0.003, 0.001], [0.196, -0.215, 0.041], [-0.012, 0.050, -0.002], [0.014, -0.027, 0.000], [0.093, -0.147, -0.065], [0.004, 0.002, 0.001], [-0.127, 0.043, -0.020], [-0.023, 0.096, -0.062], [-0.088, 0.039, 0.035], [-0.005, 0.102, 0.024], [0.003, -0.004, 0.001], [0.112, -0.135, 0.095], [-0.042, 0.048, 0.005], [-0.009, -0.015, 0.008], [0.118, -0.156, -0.042], [0.003, -0.004, 0.000], [-0.094, 0.031, -0.044], [-0.008, 0.097, -0.046], [-0.100, 0.039, 0.017], [-0.014, 0.107, 0.017], [0.001, -0.006, 0.005]],
  "charge": 1,
  "e_tot_ev": -99616.433,
  "homo_lumo_gap_ev": 8.693,
  "mol_weight_g_mol": 951.8,
  "e_homo_ev": -10.6
}